Record 1
Below is a structure of composition C2H3ClCrN, with properties calculated with ωB97M-V with the def2-TZVPD basis set.

Structure (XYZ):
```
8
Properties=species:S:1:pos:R:3:forces:R:3:nbo_charge:R:1
Cr -11.268842 -8.777286 5.056028 -0.02 2.81 -0.23 1.45
H -9.389311 -3.923727 4.931780 -0.19 -0.09 0.17 0.24
H -9.413910 -2.212883 4.714054 0.08 0.15 -0.60 0.27
C -9.591489 -3.151659 4.189402 -0.24 -0.77 0.62 -0.72
H -10.624323 -3.260366 3.858436 -0.07 0.29 0.19 0.25
C -8.740625 -3.473133 3.066522 1.18 0.38 -1.40 0.27
N -8.072236 -3.713163 2.152465 -0.76 0.08 1.04 -0.31
Cl -11.299955 -6.160117 4.875451 0.03 -2.84 0.21 -0.45
```
Forces are in eV/Å.

Values from the calculation:
**LUMO energy (spin up / spin down)**: -0.341 / -0.278 Ha
**HOMO-LUMO gap (spin up / spin down)**: 4.5 / 6.2 eV
**Spin multiplicity**: 5
**Relative energy (zero: lowest compared OMol25 entry of this formula, charge and spin)**: 21.9 kcal per mole
**<S²>**: 6.2694
**Total charge**: +1
**HOMO level (spin up / spin down)**: -0.506 / -0.507 hartree

***

Record 2
Below is a cluster of 2 separate species, CH7N4O in total, with properties calculated with ωB97M-V with the def2-TZVPD basis set.

Structure (XYZ):
```
13
Properties=species:S:1:pos:R:3:forces:R:3:nbo_charge:R:1
H -0.276405 -1.519653 1.061004 -2.02 0.07 0.98 0.39
H -1.800854 0.455444 -2.741521 -1.13 0.92 -1.71 0.42
H 0.680270 0.652759 2.948751 1.41 -0.41 -2.38 0.38
H 2.238719 0.304006 1.954021 -2.92 0.30 0.12 0.38
H -0.758179 1.595352 -1.207498 -0.62 -0.90 0.21 0.24
N 0.256480 -1.177032 0.315856 -0.18 0.68 -3.37 -0.51
N 1.130144 0.480919 1.946394 2.19 2.07 3.29 -0.34
O 0.726564 1.304189 1.046023 1.34 2.36 3.67 -0.30
N 0.085016 0.073315 -0.220725 -2.68 -4.67 -3.30 -0.09
H -1.282606 -1.153370 -2.448925 0.03 0.91 0.87 0.45
C -0.797468 0.482102 -1.125223 2.27 -0.46 0.16 0.33
H 1.189411 -1.322901 0.604691 1.27 0.01 -0.37 0.38
N -1.391092 -0.175130 -2.132847 1.04 -0.87 1.85 -0.72
```
Forces are in eV/Å.

Values from the calculation:
**LUMO energy (spin up / spin down)**: -0.130 / -0.253 Ha
**HOMO-LUMO gap (spin up / spin down)**: 8.6 / 7.1 eV
**Spin multiplicity**: 3
**Relative energy (zero: lowest compared OMol25 entry of this formula, charge and spin)**: 81.0 kcal per mole
**<S²>**: 2.0093
**Total charge**: +1
**HOMO level (spin up / spin down)**: -0.444 / -0.513 hartree

***

Record 3
Below is a structure of composition C59H66FeN4O3S3Se, with properties calculated with ωB97M-V with the def2-TZVPD basis set.

Structure (XYZ):
```
137
Properties=species:S:1:pos:R:3:forces:R:3:mulliken_charge:R:1
C 2.874923 0.021604 -2.965194 0.03 -0.04 -0.03 2.29
C -2.462650 -5.062145 -1.052691 0.21 0.21 0.18 0.66
C -0.442000 -3.218997 7.283706 -0.03 -0.07 0.08 -0.90
C -3.617095 5.826997 -3.583663 0.03 0.00 0.01 -0.56
H 1.325685 0.182444 -4.481794 -0.01 0.02 -0.01 0.12
C -1.159493 -3.978879 5.209971 0.08 0.09 0.21 0.64
H 3.013460 1.678941 6.444066 0.04 -0.02 0.00 0.29
C -1.565418 -4.180740 1.041200 0.07 0.08 0.33 -0.10
C -5.240777 1.913491 -3.269191 -0.14 -0.01 -0.06 0.01
C 2.260636 2.163803 -1.736193 -0.07 0.04 0.06 -0.33
C 2.231658 4.737765 0.817167 -0.03 0.01 -0.04 -1.82
H -0.174424 -0.210684 7.140791 -0.03 -0.01 -0.01 0.24
Fe 0.204953 -2.065317 0.265838 0.36 0.17 0.33 0.81
C 3.627628 -2.007753 3.670781 0.01 -0.05 -0.02 1.89
Se -0.703630 -0.009455 1.079001 0.12 -0.44 -0.35 0.32
H 5.004600 -0.439293 3.062608 0.01 0.02 -0.03 0.40
C -1.750912 -3.981058 -3.093636 -0.12 -0.17 0.20 1.25
N -0.756893 -3.243257 1.607038 -0.22 -0.25 0.10 0.54
H 3.090218 -1.777113 -1.739506 -0.01 -0.01 0.00 0.13
H 2.548308 -3.564411 4.747533 -0.02 -0.03 -0.01 0.24
C 1.809684 4.435332 -0.628072 0.02 0.01 0.04 2.42
C 0.500121 5.167553 -0.945686 0.01 0.03 -0.01 -1.89
C 1.058498 0.597882 4.818780 -0.03 -0.02 -0.08 -0.44
H -1.433501 1.013283 -3.947028 -0.01 0.05 0.02 -0.28
C -3.546726 3.638389 -2.592781 -0.06 0.04 0.03 -0.06
C 0.493375 0.917237 -0.108837 0.08 -0.02 -0.08 1.45
H 2.810300 -0.360622 5.539109 0.01 0.01 0.03 0.46
H 0.120650 2.812908 0.790730 -0.01 0.04 0.03 0.46
H 2.444074 -1.163586 -4.731231 0.02 -0.02 -0.03 0.57
C 2.087734 0.793330 -1.906910 -0.13 -0.08 0.08 -0.35
H 4.814881 -0.561058 4.812655 0.01 0.02 0.02 0.27
H 0.081922 -2.585531 7.982749 0.01 0.00 0.02 0.43
H 4.017608 -2.259287 1.534007 0.00 0.02 -0.04 0.34
C 2.134343 -0.282334 4.697973 -0.08 0.06 -0.04 -0.45
H 3.019572 6.037316 -1.404760 0.00 0.03 0.01 0.45
H -3.181041 -5.582235 -3.011200 -0.02 -0.01 -0.04 0.50
H -1.403811 -4.640901 8.653395 0.00 -0.01 0.04 0.46
S -2.527161 -4.868558 -5.615667 0.07 0.12 -0.03 -0.20
H 1.984115 2.857593 7.252368 0.00 0.03 0.04 0.48
H 3.859069 4.490163 -1.375546 0.02 -0.02 0.00 0.43
H -2.511648 -4.176176 -7.945723 -0.01 -0.02 -0.05 0.46
H 4.431262 -0.635863 -1.602128 0.01 0.01 0.01 0.36
H -0.658575 1.358217 3.745039 -0.02 0.04 0.02 0.72
C 1.502946 -0.985152 2.512298 -0.20 0.17 0.31 0.29
H -0.469078 2.820893 6.996525 0.00 0.01 0.02 0.44
H 2.635376 4.817056 -2.612864 -0.01 0.00 -0.03 0.41
H 3.059934 -3.560112 2.239232 -0.01 -0.01 0.00 0.27
C -2.926845 1.584356 -5.306261 -0.12 0.05 -0.13 -0.86
H -0.262141 -2.426740 -2.750625 0.06 0.07 -0.06 -0.37
H -2.745101 -5.742426 3.791143 -0.01 -0.02 0.03 0.52
H -0.276978 2.670760 -4.922464 0.03 0.00 0.04 0.19
C 3.711840 -1.078024 -2.293548 0.00 0.01 -0.01 -1.72
H -2.513652 3.686920 -5.190647 0.02 -0.06 -0.06 -0.13
H -1.276010 1.708627 5.897011 -0.03 -0.02 0.00 0.37
O 0.921975 -1.174279 -1.134533 -0.08 -0.15 -0.04 -1.03
H 4.303178 -3.637366 4.924873 0.04 -0.03 0.01 0.53
C 0.709366 0.414185 7.280882 -0.02 0.05 -0.02 -1.60
C 3.835525 0.919410 -3.750357 -0.02 -0.03 0.04 -2.51
H -5.102754 6.131968 -5.101387 -0.01 0.02 -0.02 0.41
H -2.261808 5.251898 -2.025161 0.05 0.01 0.03 0.47
H 1.467435 4.434656 1.532828 -0.02 -0.01 0.03 0.34
H 1.207165 -1.270361 -3.474167 -0.03 -0.02 0.00 -0.26
C -1.352153 -4.104054 3.768485 -0.16 -0.18 -0.17 0.31
H -1.300415 -1.941713 -7.301329 0.00 0.02 -0.03 0.45
C -0.364148 2.286972 6.052144 0.04 -0.01 0.01 -2.11
H 4.269036 -1.632162 -3.050470 0.02 -0.02 -0.02 0.52
C 1.898623 -0.598241 -3.974150 0.00 0.00 0.01 -1.09
H 0.192329 4.961605 -1.972576 -0.02 0.00 -0.03 0.44
C -3.064358 4.934886 -2.674861 0.00 0.01 -0.01 -0.49
H 3.312072 1.711116 -4.288183 -0.02 0.03 -0.02 0.41
C -0.410935 -3.041227 5.880963 -0.14 -0.17 -0.08 -0.01
C -0.732766 2.705204 -5.914017 0.01 -0.01 -0.01 -1.33
H -0.306037 4.856678 -0.279106 -0.01 -0.01 0.02 0.37
O 1.565173 -1.757020 1.429206 0.10 -0.03 -0.36 -1.14
H 2.399690 5.808209 0.944276 0.00 0.03 0.00 0.47
C 1.585963 2.934265 -0.789309 -0.01 -0.06 0.02 -0.62
C -0.900626 -3.171551 -2.309500 0.00 -0.10 0.12 -0.11
C 0.197907 0.698889 3.732128 0.03 -0.04 0.09 -0.48
C -2.514899 -4.939271 -2.449542 0.16 0.20 -0.11 -1.04
C -1.207606 -4.281548 7.657556 -0.01 0.01 -0.04 -0.45
S -2.321895 -0.437787 -1.950514 -0.05 -0.03 0.05 -0.36
H 5.759420 -1.769395 3.947260 0.04 -0.02 0.01 0.48
H -4.942371 0.099416 -2.416165 0.03 0.02 0.00 0.28
C -1.626422 -4.175773 -0.370817 -0.02 0.03 -0.34 0.00
C 0.872960 1.390445 6.107325 -0.01 0.05 0.02 1.95
C -5.174356 4.148894 -4.301386 0.01 0.00 0.09 -0.47
H -0.285898 3.032973 5.259929 0.00 0.02 -0.03 0.39
C -3.223162 -6.001399 -0.277396 -0.01 -0.01 0.02 -1.06
C 1.167462 0.144584 -1.055856 0.02 0.15 0.11 0.85
H -4.007479 1.716749 -5.251168 0.22 -0.04 -0.15 0.49
C -2.248232 2.841063 -5.830897 -0.08 0.06 0.04 0.20
H -2.735175 0.741287 -5.981329 -0.01 0.04 -0.02 0.44
C 0.438373 -0.078949 2.615195 0.25 -0.12 -0.03 0.27
S -1.898848 -5.075742 6.314225 0.08 0.09 0.03 -0.23
C 2.896051 4.966167 -1.564114 -0.03 -0.03 0.01 -2.26
C -1.588769 -2.707636 -6.598023 -0.05 -0.10 -0.07 -0.95
H 2.970814 2.661015 -2.375643 0.03 0.01 -0.02 0.72
C 3.877676 -2.865980 2.426092 -0.05 0.03 0.03 -2.11
C -1.353477 -2.635041 -5.205111 -0.07 -0.16 0.08 -0.02
H 0.146533 -2.246433 5.406553 0.01 0.04 -0.06 0.31
C -2.308271 -5.101395 1.786979 0.16 0.21 -0.16 0.61
C -0.658393 -3.218568 2.920722 -0.05 -0.06 -0.16 0.42
C 0.678442 2.277133 0.032473 0.05 0.03 -0.05 -0.93
H 2.250784 2.964237 5.508401 0.00 0.02 -0.03 0.36
C 2.106426 2.273702 6.339946 -0.04 -0.02 0.01 -1.69
H -3.867486 -6.697105 -0.798221 -0.01 -0.01 -0.01 0.48
C -2.182941 -5.045760 3.182100 0.14 0.19 0.10 -0.93
C 4.872845 -1.137356 3.889986 0.02 -0.02 0.00 -1.76
C -3.091750 0.604385 -3.008476 0.24 0.07 -0.06 -0.53
C -3.144827 -6.024594 1.073224 -0.02 -0.02 -0.03 -1.34
H -0.883288 -1.791454 -4.723482 0.02 0.05 0.06 0.32
H -3.232966 6.835927 -3.648834 0.01 0.02 0.00 0.43
H -6.017252 3.834246 -4.901074 -0.03 -0.02 -0.02 0.46
H 3.154552 4.214256 1.068627 0.03 -0.02 0.00 0.38
N -0.840401 -3.259658 -0.998702 -0.46 0.02 0.08 -0.44
C 3.450843 -2.960394 4.862647 0.01 0.00 -0.01 -1.66
H 0.631300 6.245327 -0.835718 -0.01 0.03 0.00 0.46
H 0.590850 0.964617 8.214624 0.00 0.02 0.04 0.56
C -1.807667 -3.740237 -4.530137 0.02 0.08 -0.22 0.34
H 4.784947 -3.449404 2.590004 0.02 0.00 0.01 0.58
H 1.576120 -0.238436 7.387222 0.04 -0.03 0.00 0.28
H -2.657799 3.048900 -6.821136 -0.01 0.00 -0.02 0.39
H -3.116661 2.944035 -1.880508 -0.01 0.04 0.01 0.52
C -4.668334 5.433171 -4.400380 -0.01 0.01 -0.02 -0.62
H -0.009358 -2.468273 3.339519 0.05 0.02 0.03 -0.24
N -4.433144 0.826367 -2.899556 -0.33 -0.21 0.15 0.15
H 4.360505 0.312199 -4.488128 0.01 -0.02 -0.01 0.46
C 2.404750 -1.086294 3.593299 -0.16 0.04 -0.18 0.53
H 4.587386 1.374844 -3.104915 0.02 0.02 0.02 0.46
H -0.293710 3.553844 -6.435618 0.01 0.02 0.00 0.50
H 3.381142 -2.427087 5.810710 -0.01 0.01 0.03 0.31
C -2.218965 -3.860755 -6.959235 0.02 0.03 0.07 -0.43
C -4.605562 3.247718 -3.405927 -0.09 0.21 0.11 0.26
N -2.421649 1.222438 -3.985890 0.21 -0.26 0.03 0.70
H -0.443935 1.801196 -6.454987 0.02 -0.03 -0.03 0.28
H -3.723118 -6.740623 1.641694 -0.01 -0.02 0.01 0.46
O -6.427357 1.734031 -3.392946 0.05 0.03 0.01 -0.60
```
Forces are in eV/Å.

Values from the calculation:
**LUMO energy (spin up / spin down)**: -0.143 / -0.125 Ha
**HOMO-LUMO gap (spin up / spin down)**: 6.3 / 6.7 eV
**Spin multiplicity**: 2
**<S²>**: 0.8282
**Total charge**: +1
**HOMO level (spin up / spin down)**: -0.373 / -0.370 hartree

***

Record 4
Below is a cluster of 2 separate species, C4H12N2 in total, with properties calculated with ωB97M-V with the def2-TZVPD basis set.

Structure (XYZ):
```
18
Properties=species:S:1:pos:R:3:forces:R:3:nbo_charge:R:1
C -1.902448 0.337934 0.884444 -0.21 0.45 0.31 -0.22
H 2.178192 -1.693274 -0.153659 -0.53 0.09 -0.02 0.28
H -2.781038 0.522000 0.288747 -0.58 -0.34 -0.33 0.18
H -0.537288 0.880596 -0.589721 -0.37 -0.05 0.01 0.34
C 2.285641 -0.650463 -0.475732 0.23 0.57 -0.13 -0.49
H -2.965589 1.557931 2.338714 -0.20 -0.17 0.04 0.22
C 2.080627 -1.305989 -2.882951 -0.13 -0.44 -1.04 0.00
H 3.300296 -0.351388 -0.223341 0.05 0.31 -0.25 0.27
H 1.569421 0.049180 -0.029225 -0.18 -0.28 0.47 0.30
N 2.068898 -0.589382 -1.887836 0.44 -0.80 0.54 0.04
H 2.381155 -2.364873 -2.857180 0.10 0.04 0.50 0.27
H -1.074124 2.131667 0.276136 0.02 -0.21 0.23 0.37
H 1.789125 -1.008708 -3.890001 -0.09 0.59 0.07 0.28
C -2.199276 0.784958 2.317960 0.71 0.51 0.01 -0.63
N -0.804526 1.152058 0.352751 0.82 -0.02 -0.40 -0.84
H -1.292200 1.278652 2.683092 -0.05 -0.19 0.17 0.22
H -1.659327 -0.722711 0.828321 0.18 0.06 -0.02 0.18
H -2.437539 -0.008190 3.019482 -0.22 -0.12 -0.15 0.23
```
Forces are in eV/Å.

Values from the calculation:
**LUMO energy (spin up / spin down)**: -0.188 / -0.313 Ha
**HOMO-LUMO gap (spin up / spin down)**: 7.5 / 3.9 eV
**Spin multiplicity**: 2
**Relative energy (zero: lowest compared OMol25 entry of this formula, charge and spin)**: 43.8 kcal per mole
**<S²>**: 0.7598
**Total charge**: +1
**HOMO level (spin up / spin down)**: -0.463 / -0.456 hartree

***

Record 5
Below is a structure of composition C2H10OSi2, with properties calculated with ωB97M-V with the def2-TZVPD basis set.

Structure (XYZ):
```
15
Properties=species:S:1:pos:R:3:forces:R:3:nbo_charge:R:1
H -1.960223 -1.604105 0.859764 -0.24 0.80 0.39 -0.16
H 3.524586 -0.178731 0.554880 0.70 0.17 1.04 0.21
H -2.390775 1.544378 -0.847946 0.64 1.93 -0.35 0.26
Si -1.741383 -0.114602 0.790620 3.48 -1.72 -2.15 1.38
Si 1.407941 0.325610 -0.447099 1.12 -2.17 2.78 1.47
C 2.879587 -0.943703 0.173128 -0.97 2.24 -2.17 -1.06
H 2.394598 -1.544668 0.913193 0.25 -0.60 0.42 0.23
O 0.050606 -0.531970 -0.459287 -3.98 0.73 2.07 -1.25
H -2.710380 -0.012785 -1.213809 -0.62 -0.66 -0.64 0.26
H 3.508289 -1.431810 -0.609128 -1.05 -0.07 0.56 0.23
C -2.846276 0.707739 -0.430503 -0.18 -1.13 0.99 -1.14
H -3.887456 0.877628 -0.144593 0.23 -0.13 -0.15 0.26
H 1.296008 1.506416 0.495900 0.18 -0.34 -0.05 -0.26
H 1.718309 0.862109 -1.665720 0.63 1.05 -2.43 -0.26
H -1.243432 0.538493 2.030593 -0.19 -0.09 -0.32 -0.17
```
Forces are in eV/Å.

Values from the calculation:
**LUMO energy**: 0.005 Ha
**HOMO-LUMO gap**: 9.3 eV
**Relative energy (zero: lowest compared OMol25 entry of this formula, charge and spin)**: 9.2 kcal per mole
**HOMO level**: -0.335 hartree

***

Record 6
Below is a cluster of 5 separate species, H10O5 in total, with properties calculated with ωB97M-V with the def2-TZVPD basis set.

Structure (XYZ):
```
15
Properties=species:S:1:pos:R:3:forces:R:3:nbo_charge:R:1
O 18.021940 12.927550 -12.637240 -0.17 -0.06 -0.26 -0.94
H 17.872900 11.385800 -17.372630 -0.15 -0.19 0.23 0.49
H 22.092120 14.957710 -16.769860 -0.06 0.18 -0.07 0.47
H 18.033940 13.944820 -20.563170 -0.24 0.07 -0.08 0.46
H 18.797480 12.482480 -12.295630 0.24 -0.13 0.02 0.47
O 22.288060 14.095350 -16.403560 0.40 -0.11 -0.07 -0.95
O 19.218670 13.564910 -15.828820 0.38 0.24 0.25 -0.98
O 18.278620 12.043300 -17.937710 -0.11 0.06 -0.17 -0.96
O 18.945120 14.010650 -20.277440 0.19 -0.04 -0.22 -0.94
H 17.825830 13.601490 -11.986420 -0.09 0.20 0.13 0.47
H 21.451570 13.786880 -16.055200 -0.48 -0.08 0.20 0.49
H 19.013700 13.104870 -16.642810 0.01 -0.12 -0.43 0.49
H 18.371110 11.607490 -18.784910 0.14 -0.16 -0.30 0.49
H 18.956480 13.596870 -19.414370 0.03 0.08 0.35 0.47
H 18.453200 13.420860 -15.272450 -0.10 0.06 0.43 0.48
```
Forces are in eV/Å.

Values from the calculation:
**SMILES**: O.O.O.O.O
**LUMO energy**: 0.008 Ha
**HOMO-LUMO gap**: 11.0 eV
**Relative energy (zero: lowest compared OMol25 entry of this formula, charge and spin)**: 23.9 kcal per mole
**HOMO level**: -0.397 hartree

***

Number 4 is which compound? C4H12N2